A molecular structure, C31H39AlIN2O2Si in a non-equilibrium geometry. Source: OMol25; level of theory: the ωB97M-V functional and the def2-TZVPD basis.

As for the spin multiplicity: 1. Its LUMO energy is -3.8 eV. For the HOMO-LUMO gap, the calculation gives 6.58 eV. The largest force on an atom comes out at 1.235 eV/Å. As for the charge: +1. The calculation puts the energy at -62428.1635 eV.

The geometry in XYZ format:
```
77
Properties=species:S:1:pos:R:3:forces:R:3:mulliken_charge:R:1
H -1.07275 -2.69867 -3.33357 -0.064 -0.114 -0.014 0.521
C -2.26285 -4.21537 0.20223 0.177 0.253 0.485 0.524
C 4.72555 -0.75317 -0.21157 0.367 0.003 0.185 -1.278
H -1.34605 2.62823 -2.12367 0.069 0.089 -0.114 0.310
C -0.06635 -1.27437 -5.41807 -0.427 -0.185 -0.175 -0.805
C 0.91365 0.01573 -3.48637 -0.208 -0.442 -0.241 -1.281
C 3.31645 -0.44007 2.17723 0.042 0.007 -0.244 -0.129
H -1.42155 0.86933 -2.26567 0.065 -0.082 -0.104 0.475
H -1.55935 4.38293 1.82283 -0.174 0.069 0.143 0.342
H 1.52925 2.14913 1.99193 0.116 0.031 0.139 0.217
O -4.20495 -4.99217 -1.01617 -0.146 0.130 -0.207 -0.499
H -2.95345 2.21503 2.45873 -0.137 0.129 -0.112 0.365
C 1.05465 0.19513 -2.13237 0.150 0.257 0.058 -0.297
I 0.60775 -0.34527 3.61143 0.612 0.009 0.435 0.116
C 5.42635 -0.53327 0.93793 -0.142 -0.054 -0.269 -0.881
H -0.98475 -0.74487 -5.72477 0.105 -0.115 0.073 0.307
C -1.73535 -3.47057 -0.83907 0.261 0.202 0.030 -0.448
H -2.65775 -0.50687 -0.50957 0.005 -0.174 -0.033 0.457
H 2.93005 -0.27157 5.57323 -0.062 0.031 0.093 0.435
Al 0.54805 -0.31517 0.73743 0.235 -0.026 0.070 -1.340
C 5.47125 -0.29567 3.37213 0.050 -0.034 0.220 -0.850
H 1.65005 1.00413 -1.73797 0.043 0.071 -0.031 0.670
C -3.32135 0.35673 -0.46267 0.149 0.119 0.146 -2.158
C 0.00845 3.20853 0.88293 -0.356 -0.340 -0.158 2.080
N -0.48385 -2.08687 0.67193 -0.368 -0.219 -0.334 0.693
C -1.87425 -3.86097 1.49603 -0.169 -0.251 -0.630 -1.201
C 3.32505 -0.79817 -0.18677 -0.538 0.047 0.435 0.023
C 0.93055 3.35223 -0.32377 -0.133 -0.140 0.044 -1.435
H -0.17315 5.32043 1.27673 0.107 0.167 0.062 0.522
H 5.24015 -0.88337 -1.15067 0.101 -0.031 -0.099 0.457
H -0.70155 -2.54697 2.67643 0.076 0.103 -0.031 0.299
H -4.33795 2.73833 -1.05857 -0.163 -0.051 -0.122 0.538
H 0.34715 2.97733 3.02123 -0.023 -0.029 0.221 0.341
C 2.72935 -0.35147 3.45513 -0.355 -0.059 0.396 0.555
H -3.64385 -5.73987 0.84183 0.109 0.039 -0.071 0.391
C 4.74655 -0.41077 2.16743 -0.336 0.007 -0.001 0.738
C 0.12655 -1.04537 -3.94977 0.360 0.344 0.213 -0.040
O 1.05215 -0.78317 -6.10997 0.181 0.062 -0.085 -0.514
H 1.53835 4.25123 -0.21947 0.120 0.098 -0.014 0.590
C -1.98665 1.75883 -1.99977 0.086 -0.030 0.173 -2.118
H -4.03845 0.27723 -1.27867 -0.151 -0.028 -0.131 0.481
H 1.60975 2.49933 -0.37427 0.153 -0.005 -0.058 0.031
C 3.43835 -0.29327 4.62253 -0.491 0.027 -0.101 -0.706
H -2.03845 -3.71267 -1.84277 -0.016 0.022 -0.163 0.442
C -0.82125 4.48013 1.03233 0.043 -0.161 -0.058 -2.005
C 4.83625 -0.26147 4.58093 0.269 0.020 -0.256 -0.639
H -3.88435 2.86983 0.63403 -0.128 0.096 0.160 0.315
H -4.89925 -4.48617 -0.57977 0.054 -0.021 0.005 0.324
C -0.27105 -1.62397 -1.65017 0.384 0.604 -0.856 0.175
H 1.41485 0.66153 -4.18967 0.032 0.077 0.018 0.474
H -1.48925 1.77703 3.28753 0.150 0.059 0.155 0.353
H 1.58685 3.90103 2.18413 0.114 0.139 -0.001 0.548
H 2.83315 -1.00357 -1.12577 0.053 0.018 -0.034 0.549
C 0.91455 3.04813 2.09913 -0.086 -0.192 -0.060 -1.726
H 5.39005 -0.21627 5.50463 0.096 0.040 0.075 0.412
C -3.21215 -5.35167 -0.08797 0.050 -0.226 0.101 -0.856
H -2.50625 0.53093 2.60313 -0.115 -0.233 0.027 0.305
C -2.53435 1.66353 -0.57657 0.478 -0.141 -0.005 2.312
H 0.38285 3.42703 -1.25867 -0.017 0.019 -0.185 0.253
H -2.25825 -4.39777 2.34943 0.030 -0.005 0.130 0.434
C -0.84535 -2.43107 -0.59127 -0.569 -0.740 0.808 0.711
H 6.50435 -0.47567 0.92913 0.117 -0.017 0.008 0.401
H 0.93835 -0.92737 -7.05617 -0.015 0.035 0.106 0.332
C -0.47025 -1.86707 -3.00917 0.045 0.155 0.394 -0.585
H 6.55115 -0.26497 3.31793 0.047 -0.015 0.014 0.406
H -1.33255 4.72243 0.10573 -0.103 0.094 -0.073 0.383
C -3.49425 2.83503 -0.37707 0.232 -0.068 0.120 -2.015
H -2.64635 -6.16227 -0.56307 -0.053 0.073 0.177 0.286
N 0.48635 -0.59757 -1.21887 -0.325 -0.554 -0.848 1.131
C -2.11185 1.52993 2.43573 0.409 -0.024 -0.522 -1.408
H -3.00655 3.77923 -0.59637 -0.033 0.145 0.015 0.391
H -0.22845 -2.34747 -5.60407 0.050 0.183 0.061 0.387
H -2.81065 1.84953 -2.70727 -0.127 0.005 -0.136 0.556
H -3.86985 0.31133 0.47323 -0.124 -0.082 0.178 0.356
C -1.00025 -2.81197 1.67463 0.108 0.086 0.175 -0.027
Si -1.11915 1.60623 0.77663 -0.069 0.489 0.586 0.510
C 2.57175 -0.59647 0.96253 -0.283 0.236 -0.358 1.015
```
Positions in Å, forces in eV/Å.

***

A molecular structure, C5H6Li2O4Pb in a non-equilibrium geometry. Source: OMol25; level of theory: the ωB97M-V functional and the def2-TZVPD basis.

As for the spin multiplicity: 1. Its LUMO energy is -8.5 eV. For the HOMO-LUMO gap, the calculation gives 7.52 eV. The largest force on an atom comes out at 6.478 eV/Å. As for the charge: +2. The calculation puts the energy at -19115.3931 eV.

The geometry in XYZ format:
```
18
Properties=species:S:1:pos:R:3:forces:R:3:mulliken_charge:R:1
C -3.82819 1.01081 1.12242 -0.084 -0.104 -0.142 -0.830
Li -3.72762 -1.98900 0.20127 -0.138 -0.017 0.076 0.902
H -3.79399 0.17032 1.82083 -0.050 0.193 -0.172 0.294
O -0.86170 0.46741 -0.74609 -2.939 -2.257 -0.388 -0.569
H -4.58200 1.77585 1.30640 0.251 -0.152 0.040 0.285
Pb 0.91028 1.30735 -0.59970 3.761 5.240 -0.597 0.946
O 1.51917 -1.50994 -0.07549 -0.761 0.359 -0.369 -0.703
H -2.89322 2.03650 -0.48375 -0.209 -0.305 0.020 0.378
C -1.92203 0.11125 -0.15456 -1.762 -0.197 0.223 1.256
H 3.53666 1.35750 1.30937 0.186 -0.153 -0.078 0.350
C 2.11089 -0.42157 -0.01019 1.912 -2.988 1.275 0.276
C 4.08981 0.70453 0.62059 0.439 0.739 0.009 -0.719
Li -0.28249 -1.83163 -0.42847 0.219 -0.273 0.123 0.978
H 5.04137 0.42034 1.07926 -0.299 0.104 -0.137 0.240
C -2.97355 1.11991 0.10307 0.440 0.345 0.275 -0.301
O -2.10152 -1.10443 0.12617 0.157 -0.386 -0.020 -0.900
H 4.28330 1.22452 -0.32710 0.038 -0.136 0.220 0.358
O 3.37410 -0.50688 0.39000 -1.158 -0.014 -0.358 -0.240
```
Positions in Å, forces in eV/Å.

***

A molecular structure, C35H47IN4OPSn. Source: OMol25; level of theory: the ωB97M-V functional and the def2-TZVPD basis.

As for the spin multiplicity: 1. Its LUMO energy (spin up / spin down) is -9.4 / -9.0 eV. For the HOMO-LUMO gap (spin up / spin down), the calculation gives 6.25 / 6.63 eV. The largest force on an atom comes out at 0.635 eV/Å. As for the charge: +3. The calculation puts the energy at -68264.2184 eV.

The geometry in XYZ format:
```
90
Properties=species:S:1:pos:R:3:forces:R:3:mulliken_charge:R:1
H 1.97168 -4.54325 2.67294 0.025 0.044 0.016 0.524
C -3.46879 4.37318 -5.04030 -0.005 -0.001 0.000 -0.673
C -5.05155 2.06252 -0.34597 0.046 -0.032 -0.030 -0.386
H -5.24524 5.29973 -4.27296 -0.003 -0.002 -0.005 0.460
H -5.46058 -1.70798 -4.74005 -0.003 -0.009 0.002 0.443
P -3.76151 1.53720 -1.46712 -0.476 -0.252 -0.106 2.057
C -4.50449 4.52482 -4.12931 0.011 -0.001 0.010 -0.692
H 7.61186 -4.80173 0.47527 -0.002 0.005 0.002 0.417
H -8.40083 1.82529 0.08281 -0.001 -0.005 0.004 0.443
H 4.77497 -5.05197 6.42810 0.004 -0.005 0.001 0.439
H 8.10794 -4.62317 5.32808 -0.006 -0.010 0.015 0.286
H -2.67398 5.24053 1.32046 0.011 0.012 0.025 0.204
C -7.37680 2.12276 0.26193 -0.002 0.013 0.014 -0.713
H -3.40396 5.03281 -5.89544 0.002 0.002 0.001 0.430
H 5.99328 -6.27866 6.09343 0.001 0.005 0.009 0.404
H -1.80997 5.62585 -2.22989 -0.013 0.016 0.016 0.373
I 1.95334 -1.29550 -1.10737 -0.107 0.178 -0.003 0.124
C -6.37086 1.67263 -0.57829 -0.008 -0.018 -0.007 -0.385
C 2.72125 -4.64323 1.89324 -0.142 -0.157 -0.140 -2.072
H -4.27094 -3.29175 -0.94227 0.000 -0.005 -0.004 0.437
H 3.58574 -6.48259 5.23082 -0.004 0.010 0.008 0.468
N 3.29935 1.85410 -2.62334 -0.044 0.016 -0.008 -0.336
N -2.28310 1.61585 -0.81048 0.478 0.413 -0.062 -0.427
C -4.59769 3.67680 -3.03314 0.018 0.054 0.030 -0.415
C 3.21482 -5.70600 4.56463 0.011 -0.012 -0.004 -2.140
C -5.75282 3.32464 1.57732 0.004 0.017 0.008 -0.635
H 5.52293 -4.95506 -0.35650 0.004 0.004 0.001 0.417
H -0.38409 6.48953 -0.28427 0.009 -0.027 0.016 0.349
H 8.67084 -5.49747 3.92033 0.008 0.007 -0.010 0.439
N -0.72912 4.02293 -1.40454 0.117 -0.022 0.060 -0.336
C 8.10390 -4.62179 4.24533 -0.003 0.018 -0.025 -2.145
H 0.20335 4.42358 -1.50182 -0.021 0.025 -0.024 0.420
C -4.74422 2.88579 0.73577 -0.008 0.035 -0.023 -0.050
H -1.52281 6.40887 1.95667 0.010 0.001 -0.008 0.428
C -2.52496 3.36298 -4.87366 0.004 -0.015 0.002 -0.509
H -2.70617 4.65450 -1.07313 0.010 -0.032 -0.010 0.041
H 8.65036 -4.48054 1.87087 -0.002 -0.004 -0.005 0.440
C -5.05215 -1.55904 -3.74991 0.006 -0.002 0.010 -0.775
C -1.73712 5.11627 -1.26770 -0.013 -0.024 -0.024 -0.158
H 2.72706 -4.95570 5.20011 -0.008 0.005 -0.006 0.439
H -7.85418 3.28787 1.99628 -0.003 0.001 -0.002 0.421
H 5.70505 -3.23292 -0.07449 -0.006 0.000 -0.002 0.368
C 5.22210 -4.38214 1.68150 -0.115 -0.045 0.008 0.967
H 2.45723 -6.13299 3.91544 0.001 -0.008 0.000 0.452
H 2.52163 -5.58216 1.36757 -0.043 0.000 0.035 0.431
C -1.40818 6.11590 -0.17221 -0.039 -0.021 0.011 -0.851
H -6.61256 1.01566 -1.40520 0.002 -0.001 0.002 0.461
H 3.66665 2.75470 -2.35768 0.009 -0.010 0.023 0.259
C 1.59149 0.13937 -2.65362 0.162 -0.095 -0.056 -0.644
H -1.91318 1.68768 -3.67522 0.010 0.001 -0.005 0.630
C -7.06765 2.94605 1.33710 0.000 -0.009 -0.015 -0.575
O 1.37650 2.24169 -1.52882 -0.125 0.112 -0.091 -0.573
C 7.71104 -4.22534 1.39598 -0.010 -0.005 -0.002 -1.965
C 4.32797 -5.07910 3.80336 -0.025 -0.010 -0.015 1.207
Sn -0.48910 2.32816 0.14609 0.019 -0.080 0.085 0.897
C 2.08462 1.49339 -2.22214 -0.028 -0.106 -0.031 0.557
H 8.64665 -3.73759 3.91228 -0.001 0.000 0.009 0.474
C -3.65055 2.67069 -2.86347 -0.019 -0.071 0.123 0.555
H 4.10015 -3.96450 -0.11622 -0.017 0.006 0.005 0.307
C -4.68452 -0.28529 -3.34004 0.006 -0.038 -0.012 -0.075
C -4.16504 -0.10166 -2.06085 0.065 0.189 0.049 0.259
H 3.86000 1.26758 -3.21834 0.008 -0.017 0.016 0.204
H -5.51900 3.95681 2.42347 -0.004 -0.002 0.007 0.441
C -4.37972 -2.44878 -1.61094 0.027 0.011 0.045 -0.760
C -4.01308 -1.18232 -1.19009 -0.031 -0.034 -0.050 -0.436
C 5.61146 -4.96116 4.44122 0.117 0.040 -0.015 1.167
H -5.40566 3.79549 -2.32174 0.008 0.005 -0.003 0.461
C -1.64615 5.59902 1.23575 -0.055 0.031 -0.022 -0.567
H -0.90196 3.54830 -2.28988 -0.002 -0.054 0.020 0.220
H -3.61912 -1.03638 -0.19069 -0.018 0.005 0.009 0.400
C 4.11955 -4.65463 2.45122 0.052 0.013 -0.053 1.007
H 0.52168 0.17113 -2.82977 -0.019 -0.032 0.065 -0.004
H -5.18853 -3.62570 -3.20952 -0.007 0.000 0.005 0.429
H 7.76147 -3.17357 1.08972 0.005 0.005 0.009 0.419
N -0.74268 4.46874 1.55316 -0.009 -0.006 -0.041 -0.528
C 5.12342 -4.11029 0.21011 0.026 0.030 -0.003 -1.855
H 6.46834 -4.61315 6.38275 0.005 0.011 0.000 0.541
C -4.89876 -2.63459 -2.88718 -0.009 -0.002 -0.037 -0.492
H -0.88643 4.17464 2.51665 -0.035 -0.020 -0.012 0.292
H 2.53633 -3.84667 1.17021 0.238 0.008 0.147 0.073
H 0.21745 4.81189 1.52979 0.002 -0.011 0.048 0.300
H 2.10649 -0.23891 -3.53136 -0.024 0.047 -0.026 0.470
H -2.05440 6.98254 -0.32048 0.023 0.014 -0.002 0.370
H -1.73886 3.23116 -5.60556 0.000 0.007 0.004 0.463
H -4.80812 0.55378 -4.01311 -0.003 0.001 0.000 0.414
C 5.71372 -5.23664 5.91334 -0.019 0.000 0.002 -2.154
H -3.71501 3.17081 0.92128 -0.008 -0.014 0.009 0.259
C 6.53354 -4.43250 2.27773 0.044 -0.014 -0.039 1.085
C 6.71444 -4.65793 3.67502 -0.047 -0.054 0.113 0.531
C -2.61546 2.50608 -3.78904 -0.015 -0.022 -0.061 -0.946
```
Positions in Å, forces in eV/Å.

***

C11H21N3O in the gas phase. Source: OMol25; level of theory: the ωB97M-V functional and the def2-TZVPD basis.

As for the spin multiplicity: 1. Its LUMO energy is 0.5 eV. For the HOMO-LUMO gap, the calculation gives 8.48 eV. The largest force on an atom comes out at 0.670 eV/Å. As for the charge: 0. The calculation puts the energy at -18265.4133 eV. As for the SMILES: CCCCCC[C@H](C)n1[nH]c(=O)cc1N.

The geometry in XYZ format:
```
36
Properties=species:S:1:pos:R:3:forces:R:3:mulliken_charge:R:1
C 2.79260 -1.23809 0.52029 0.480 0.219 -0.027 0.606
H 2.28838 2.25630 1.99413 0.047 0.041 0.075 0.502
H 4.29709 -2.45469 -0.48767 0.093 -0.204 -0.031 0.374
H 2.24703 -3.08525 1.07402 -0.090 0.051 0.001 0.250
C 3.84788 -1.50125 -0.30350 -0.172 -0.158 0.070 -0.868
C -3.85664 -0.97729 -0.70898 0.214 -0.083 0.110 -0.539
H -3.26997 -1.23473 1.35601 0.084 -0.032 0.116 0.261
C -3.98362 -0.65370 0.77478 -0.100 -0.053 -0.246 -1.103
C -2.01984 0.73193 -1.25053 0.068 -0.096 0.179 -0.893
C 1.48925 2.18982 1.25940 -0.056 -0.315 0.112 -1.955
C -2.45309 -0.74130 -1.27079 -0.266 0.132 -0.164 -0.585
H -2.90965 1.36046 -1.18381 -0.053 0.056 -0.076 0.462
C 0.35114 0.59376 -0.36900 -0.148 0.049 0.373 -0.134
H 1.12485 -1.89708 1.49486 0.017 -0.070 -0.015 0.231
H -1.52192 0.98134 -2.18958 -0.028 0.081 -0.033 0.407
H -4.11924 -2.02670 -0.86454 -0.074 0.022 -0.051 0.357
H 0.58162 2.58540 1.70521 -0.073 0.095 -0.005 0.488
H 0.78290 1.14874 -1.20441 0.043 -0.036 -0.041 0.184
H 0.85056 0.19732 1.70300 0.066 0.037 -0.069 0.179
C -1.07027 1.08506 -0.10210 0.131 0.013 -0.301 -0.535
O 5.23018 0.02308 -1.59599 0.277 0.076 -0.075 -0.707
H -4.57249 -0.37401 -1.27179 -0.041 -0.036 -0.069 0.332
H 1.74378 2.80362 0.39885 0.011 0.097 -0.110 0.386
H -2.43964 -1.10673 -2.29952 0.080 -0.073 0.024 0.284
C 1.27894 0.73377 0.84809 -0.223 0.098 -0.452 -0.177
H -1.74178 -1.34633 -0.70518 0.102 -0.103 -0.007 0.272
N 3.39643 0.68745 -0.37763 -0.421 0.351 -0.290 -0.300
H -3.80665 0.40259 0.96024 0.031 0.127 0.106 0.273
H -4.98400 -0.89510 1.12718 -0.064 0.022 0.114 0.369
H 3.65394 1.65536 -0.26043 0.134 -0.146 0.167 0.201
N 2.09001 -2.11840 1.30905 -0.159 0.115 0.003 -0.478
H -1.43810 0.64783 0.82787 -0.064 0.022 0.124 0.361
H 0.32314 -0.45898 -0.66197 0.042 -0.049 -0.051 0.437
H -1.05668 2.16914 0.02139 -0.013 0.039 0.113 0.335
N 2.56759 0.11420 0.58990 0.320 -0.271 0.522 0.445
C 4.30626 -0.25755 -0.85687 -0.199 -0.019 -0.096 0.280
```
Positions in Å, forces in eV/Å.